1.
Entry from the Open Molecules 2025 dataset: a structure of composition C6H26NO7 in a non-equilibrium geometry (the ωB97M-V functional and the def2-TZVPD basis).

The calculation puts the frontier orbital gap at 8.394 eV. The relative energy (zero: lowest compared OMol25 entry of this formula, charge and spin) is 210.4 kJ/mol. For the calculated total energy, the calculation gives -825.645847 Eh. The net charge is -1.

```
40
Properties=species:S:1:pos:R:3:forces:R:3
C 3.00633 1.08356 0.07786 0.8 0.9 -0.1
O 3.10999 1.98652 -1.03987 0.3 0.0 0.5
C 1.60025 0.56337 0.29082 0.1 -0.1 -0.9
C 1.53631 -0.89698 0.73733 0.7 0.7 -0.2
C 1.40399 -1.80350 -0.46516 0.3 -0.9 -0.3
C 0.11237 -1.59136 -1.24546 -0.1 0.0 -0.1
N -1.02646 -1.34357 -0.33870 0.4 4.0 -4.4
C -2.26364 -1.42806 -1.05146 -0.7 1.4 0.2
H 3.41884 1.66033 0.90129 -0.3 0.1 0.4
H 3.76240 0.30263 -0.05586 -0.4 -0.5 -0.2
H 1.15928 0.67028 -0.70417 -0.2 -0.3 0.0
H 0.94531 1.19601 0.86207 0.1 0.5 0.7
H 2.47447 -1.14117 1.24647 -0.1 -0.1 0.2
H 0.72457 -1.04833 1.42948 -0.1 -0.2 0.2
H 2.22151 -1.63351 -1.17405 0.1 0.2 0.1
H 1.49614 -2.85283 -0.17704 -0.1 0.1 0.2
H 0.30049 -0.79058 -1.95733 -0.4 0.3 -0.2
H -0.16585 -2.47976 -1.82550 0.3 0.0 0.0
H -0.97623 -0.34295 -0.04734 0.0 -0.6 0.5
H -3.05782 -1.41594 -0.30861 -0.4 -0.6 -0.1
H -2.43138 -0.49304 -1.60635 0.0 -0.2 -0.4
H -2.29020 -2.25782 -1.73533 -0.2 -0.5 0.0
H -1.13477 2.36171 -0.66134 0.5 0.2 0.2
H -2.48002 1.47132 0.35741 -0.1 0.0 -0.1
O -1.53230 1.48075 0.53097 -0.4 -0.2 -0.3
H 2.64169 1.56865 -1.77068 0.0 -0.4 0.0
H 1.69158 2.51278 -2.67485 -0.3 0.2 -0.3
O 1.24653 1.69969 -2.93892 -0.8 0.0 0.0
H -0.68138 -2.24940 0.45241 -0.7 0.2 0.2
H -1.31076 -2.52809 1.79658 0.2 0.1 0.2
O -0.55296 -2.77671 1.25359 0.9 -4.3 4.1
H 0.36671 1.81111 -2.47532 0.8 0.2 -0.3
H -0.13739 3.56461 -1.01197 -0.2 -0.3 0.1
O -0.73230 2.92540 -1.42292 -0.1 0.0 -0.3
H -1.71656 1.40602 1.97552 0.1 0.1 0.2
H -1.19100 1.98897 3.32759 -0.2 -0.2 0.1
O -1.86743 1.37501 3.01478 0.3 0.4 -0.1
H -3.22148 -1.03543 2.45882 0.3 -0.3 0.1
H -2.07976 -0.30005 3.09153 0.3 -0.1 0.0
O -2.36910 -1.21964 2.88371 -0.8 0.2 -0.1
```
Forces are in eV/Å.

Atomic partial charges in e from the natural (NBO) method, atoms 1 to 2: atom 1 (C): -0.055, atom 2 (O): -0.770


2.
Entry from the Open Molecules 2025 dataset: a structure of composition C29H37CoN6O2PTe (the ωB97M-V functional and the def2-TZVPD basis).

The calculation puts the frontier orbital gap (spin up / spin down) at 5.899 / 5.898 eV. For the calculated total energy, the calculation gives -3598.203292 Eh. The net charge is +1.

```
77
Properties=species:S:1:pos:R:3:forces:R:3
Co 0.31121 0.52382 0.78729 0.0 0.0 0.1
O 0.83682 -5.37714 3.90572 0.2 0.1 -0.1
C 1.77458 -4.87580 3.27140 0.0 -0.2 0.1
O 2.97641 -5.14494 3.13428 -0.2 0.0 0.0
C 1.35228 -3.60238 2.47955 0.0 0.1 0.0
C 0.04593 -3.12927 2.54700 -0.1 0.0 -0.1
C -0.27121 -1.94603 1.91057 -0.3 0.0 -0.1
N 0.64268 -1.28849 1.18852 0.1 0.4 0.3
C 1.92014 -1.69671 1.16232 0.2 0.1 -0.3
C 2.30804 -2.85913 1.78851 0.0 -0.1 -0.1
C 2.80128 -0.69023 0.53033 -0.2 -0.2 0.2
C 4.12171 -0.90288 0.18644 0.2 0.0 0.0
C 4.83973 0.14130 -0.38055 0.0 -0.1 0.0
C 4.21927 1.36521 -0.57437 -0.1 0.0 0.0
C 2.88738 1.50484 -0.22207 0.1 0.0 0.0
N 2.19794 0.50001 0.31784 -0.1 0.0 -0.4
C -1.52750 -1.17609 2.05483 0.2 -0.1 -0.1
C -2.69220 -1.68978 2.58602 -0.1 0.0 0.1
C -3.78726 -0.85008 2.74170 0.0 -0.1 0.0
C -3.66800 0.48243 2.39129 0.1 0.1 0.0
C -2.47379 0.92632 1.85051 0.0 0.1 0.2
N -1.42966 0.11678 1.65776 -0.1 -0.1 -0.2
H -0.66137 -3.69078 3.14589 0.1 0.0 0.0
H 3.33300 -3.21102 1.81166 0.0 -0.1 0.0
H 4.56924 -1.87441 0.34699 0.0 0.0 0.0
H 5.87038 -0.00424 -0.67592 0.0 0.0 0.0
H 4.75320 2.20687 -0.99245 0.0 0.0 0.0
H 2.34541 2.43069 -0.36251 0.0 0.0 0.0
H -2.73386 -2.72775 2.88609 0.0 0.0 0.0
H -4.71800 -1.23390 3.13799 0.0 0.0 0.0
H -4.48240 1.18088 2.52206 0.0 0.0 0.0
H -2.34561 1.96377 1.57685 0.0 0.0 -0.1
C 3.14075 1.38573 3.18296 0.1 0.1 0.0
Te 1.06185 1.02172 3.28008 -0.2 -0.2 -0.2
C 0.53209 3.04406 3.52483 0.0 0.1 0.1
H 3.29819 2.39943 2.82180 0.0 0.0 0.0
H 3.60570 0.66759 2.51447 0.0 0.0 0.1
H 3.54868 1.26893 4.18355 0.0 0.0 0.0
H 0.93033 3.37139 4.48271 0.0 0.0 0.0
H -0.55280 3.12060 3.52986 0.0 0.0 0.0
H 0.94522 3.62854 2.70870 0.0 0.0 0.0
C -1.95342 0.98379 -3.94304 0.1 0.0 -0.1
C -0.83507 1.27759 -2.93477 0.0 0.2 0.2
C -1.04099 2.68412 -2.37005 0.0 0.0 0.0
P -0.52468 -0.04686 -1.65868 0.1 -0.1 0.4
C 0.54559 -1.24381 -2.60457 0.1 0.0 0.0
C 2.00650 -0.79863 -2.65049 -0.1 0.1 -0.1
C 0.11396 -1.50058 -4.05421 -0.1 -0.1 0.0
C -2.07383 -0.98332 -1.27802 -0.1 0.1 -0.2
C -3.22623 -0.01381 -0.99078 0.0 0.0 0.0
C -2.54504 -2.06353 -2.25370 0.0 -0.1 0.1
H -1.82307 1.65566 -4.79341 0.0 0.0 0.0
H -2.93067 1.19620 -3.51634 0.0 0.0 0.0
H -1.95277 -0.02940 -4.32848 0.0 0.0 0.0
H 0.12078 1.29113 -3.46934 0.0 -0.1 0.0
H -1.95254 2.75446 -1.77265 0.0 0.0 0.0
H -1.14120 3.38629 -3.19945 0.0 0.0 0.0
H -0.19867 3.00034 -1.76415 0.0 0.0 0.0
H 0.46901 -2.18128 -2.04308 0.0 0.0 0.0
H 2.09972 0.22314 -3.02906 0.0 0.0 0.0
H 2.56378 -1.44811 -3.32718 0.0 0.0 0.0
H 2.48209 -0.85065 -1.68679 0.1 0.0 0.1
H 0.26438 -0.61705 -4.67501 0.0 0.0 0.0
H -0.91556 -1.82613 -4.15622 0.0 0.0 0.0
H 0.74697 -2.29270 -4.45735 0.0 0.0 0.0
H -1.79262 -1.49517 -0.35420 -0.1 0.0 0.0
H -3.69761 0.30395 -1.91737 0.0 -0.1 0.0
H -2.90777 0.88286 -0.46579 0.0 0.1 -0.1
H -3.99070 -0.50669 -0.38847 0.0 0.0 0.0
H -2.84983 -1.64686 -3.21144 0.0 0.0 0.0
H -3.42022 -2.55375 -1.82154 0.0 0.0 0.0
H -1.79351 -2.83377 -2.42116 0.0 0.0 0.0
N -3.50437 4.99614 0.14099 0.1 0.0 0.0
C -2.41224 4.75889 0.43206 0.0 -0.3 -0.1
N -1.16767 4.48988 0.80871 0.2 0.4 0.2
C -0.59456 3.38486 0.66006 -0.3 -0.2 -0.1
N 0.00627 2.38299 0.55446 0.2 -0.1 -0.1
```
Forces are in eV/Å.

Atomic partial charges in e from the Löwdin method, atoms 1 to 2: atom 1 (Co): 0.228, atom 2 (O): -0.001


Question: Which value of net charge does entry 1 give?
Answer: -1


Question: Look up the calculated total energy of the second one.
Answer: -3598.203292 Eh


Question: Which value of net charge does entry 2 give?
Answer: +1